(1)
62
Properties=species:S:1:pos:R:3:lowdin_charge:R:1 method="wB97M-V/def2-TZVPD" lumo_energy_ha=0.0100 total_charge=0 orbital_gap_ev=9.098
C 1.283 -0.478 1.874 -0.1464
N 1.293 -0.004 0.437 -0.1009
C 1.769 1.423 0.287 -0.1094
B 1.994 -0.967 -0.502 -0.6516
O 1.188 -2.128 -1.020 -0.0157
O 3.378 -0.868 -1.001 -0.2775
S 4.423 -1.542 0.165 1.0607
O 3.709 -2.853 0.636 -0.4487
O 4.509 -0.539 1.557 -0.3200
H 1.632 0.347 2.636 0.0338
H 0.174 -0.757 2.163 0.0055
H 1.935 -1.437 2.081 0.0876
H 1.757 2.058 1.275 0.0700
H 2.829 1.550 -0.191 0.0841
H 1.007 1.949 -0.466 0.1078
H 0.256 -1.799 -1.234 -0.0437
H 4.397 -1.179 2.342 0.0989
C -1.457 1.638 3.630 -1.4653
Cl -1.914 1.068 2.015 0.5098
Cl -1.874 0.430 4.857 0.4919
Cl 0.273 2.015 3.690 0.5924
H -2.016 2.553 3.843 0.0010
C -1.416 -3.459 2.252 -1.4720
Cl -1.717 -2.029 3.255 0.4974
Cl -1.305 -3.007 0.542 0.5767
Cl 0.062 -4.285 2.775 0.5253
H -2.256 -4.147 2.373 0.0201
C -1.761 -0.306 -3.819 -1.5010
Cl -3.261 0.637 -3.792 0.5024
Cl -0.356 0.763 -3.966 0.5133
Cl -1.631 -1.309 -2.365 0.5835
H -1.785 -0.966 -4.691 -0.0901
C 3.140 1.906 -4.770 -1.5002
Cl 1.641 2.850 -4.743 0.4937
Cl 4.546 2.976 -4.917 0.4994
Cl 3.271 0.903 -3.315 0.5874
H 3.117 1.247 -5.642 0.0231
C 1.543 -6.127 5.864 -1.5460
Cl 0.716 -4.707 6.526 0.5051
Cl 2.691 -5.646 4.602 0.5023
Cl 2.372 -7.021 7.150 0.5163
H 0.794 -6.785 5.415 0.0179
C -5.179 2.536 -0.543 -1.5100
Cl -4.560 0.912 -0.886 0.4902
Cl -4.563 3.121 1.013 0.4837
Cl -4.743 3.656 -1.845 0.5215
H -6.269 2.484 -0.484 0.0225
C 6.394 5.776 -2.372 -1.5308
Cl 7.219 7.332 -2.185 0.5155
Cl 4.639 5.983 -2.244 0.5137
Cl 6.820 5.027 -3.920 0.4898
H 6.722 5.113 -1.567 0.0197
C -5.700 1.653 4.865 -1.5249
Cl -4.875 3.210 5.051 0.5200
Cl -7.455 1.860 4.993 0.5251
Cl -5.273 0.905 3.316 0.4904
H -5.372 0.991 5.670 0.0181
C -3.334 -2.610 -7.288 -1.5136
Cl -1.918 -1.609 -6.926 0.5763
Cl -4.794 -1.906 -6.571 0.5248
Cl -3.530 -2.800 -9.038 0.5265
H -3.178 -3.599 -6.849 0.0224

---

(2)
35
Properties=species:S:1:pos:R:3:lowdin_charge:R:1 method="wB97M-V/def2-TZVPD" lumo_energy_ha="0.1649 / 0.1509" de_lowest_kj_mol=17.38 total_charge=-2 orbital_gap_ev="4.176 / 3.332"
C 0.076 -0.278 -1.731 -0.2784
C 0.616 1.038 -1.672 -0.3181
C -0.228 1.825 -0.843 -0.2764
C 1.860 1.491 -2.316 -0.1033
C -1.316 1.011 -0.419 -0.2668
C -1.129 -0.292 -0.965 -0.2532
C -2.025 -1.447 -0.768 -0.0935
C 0.693 -1.420 -2.427 -0.0967
C 0.027 3.222 -0.446 -0.0896
C -2.440 1.425 0.436 -0.1007
Pb 0.775 -1.687 2.135 0.8556
Cl 2.267 0.239 1.013 -0.0997
Cl 2.141 -3.361 0.721 -0.1902
O -0.691 -0.151 2.496 -0.4068
H 2.548 0.653 -2.457 0.0555
H 2.360 2.251 -1.704 0.0539
H 1.654 1.932 -3.303 0.0596
H 1.043 3.323 -0.042 0.0596
H -0.684 3.536 0.321 0.0494
H -0.064 3.903 -1.304 0.0605
H -2.186 2.342 0.976 0.0531
H -2.655 0.644 1.174 0.0464
H -3.345 1.619 -0.158 0.0593
H -2.511 -1.390 0.210 0.0568
H -1.465 -2.388 -0.795 0.0507
H -2.803 -1.481 -1.546 0.0606
H 1.769 -1.463 -2.210 0.0578
H 0.564 -1.344 -3.518 0.0590
H 0.252 -2.361 -2.087 0.0507
H -1.349 -0.537 3.101 -0.0346
O -0.796 -2.964 1.768 -0.4529
H -0.412 -3.791 1.427 -0.0664
O 3.149 -0.861 5.834 0.0191
C 2.489 -1.357 4.975 -0.5361
N 1.815 -1.882 4.124 -0.0439

---

(3)
40
Properties=species:S:1:pos:R:3:lowdin_charge:R:1 method="wB97M-V/def2-TZVPD" lumo_energy_ha="-0.1524 / -0.3958" spin_multiplicity=2 total_charge=+1 s2=0.762 orbital_gap_ev="8.703 / 2.058"
C -1.637 1.291 -2.860 -0.0636
C -1.949 2.542 -2.134 -0.2850
N -2.175 3.555 -1.659 0.1395
H -2.467 0.824 -3.389 0.0929
H -1.297 0.622 -2.069 0.0254
H -0.715 1.481 -3.409 0.0567
C -2.860 -5.819 1.438 -0.0458
C -2.732 -4.671 0.498 -0.2625
N -2.684 -3.790 -0.247 0.1301
H -2.056 -6.555 1.426 0.0864
H -3.804 -6.275 1.141 0.0844
H -3.006 -5.328 2.401 0.0812
C -3.208 0.919 5.276 -0.0687
C -2.190 1.957 5.086 -0.2848
N -1.389 2.793 4.987 0.1251
H -4.156 1.436 5.426 0.0848
H -3.013 0.338 6.177 0.0866
H -3.263 0.309 4.374 0.0440
C 3.825 2.433 -6.017 0.0005
O 3.783 1.760 -4.840 0.1333
C 2.880 2.123 -3.880 -0.3767
O 1.796 2.682 -4.065 0.2863
O 3.245 1.470 -2.701 0.0983
C 2.489 1.585 -1.488 0.0182
H 4.810 2.470 -6.482 0.1414
H 3.342 3.408 -5.952 0.1291
H 3.158 1.850 -6.652 0.1459
H 2.543 2.590 -1.069 0.1361
H 2.863 0.775 -0.862 0.1008
H 1.458 1.334 -1.735 0.0726
C -0.809 -1.264 0.813 -1.4422
Cl 0.388 -2.581 1.170 0.4960
Cl -0.026 0.317 0.444 0.5431
Cl -1.945 -1.234 2.171 0.5424
H -1.313 -1.708 -0.045 -0.0258
C 2.417 -0.804 3.730 -1.5453
Cl 3.538 -1.076 5.117 0.5286
Cl 3.080 -0.393 2.200 0.5228
Cl 1.136 0.403 4.122 0.4906
H 1.942 -1.769 3.558 -0.0231

---

(4)
36
Properties=species:S:1:pos:R:3:lowdin_charge:R:1 method="wB97M-V/def2-TZVPD" lumo_energy_ha="-0.0136 / -0.1267" spin_multiplicity=5 de_lowest_kj_mol=139.95 total_charge=0 s2=6.025 orbital_gap_ev="7.304 / 5.404"
Ru -1.866 0.157 -0.510 1.1023
O -2.120 2.223 -1.509 -0.4166
S -2.020 2.945 -0.230 0.3823
O -2.888 4.135 -0.134 -0.2986
O -0.578 3.500 0.070 -0.4103
O -2.331 1.922 0.849 -0.4749
C 0.644 2.191 2.112 -0.1344
Ge 0.866 2.076 0.167 0.7048
C 2.407 0.966 0.474 -0.1849
C 1.915 3.477 -0.933 -0.1645
C 0.075 0.591 -0.972 -0.3316
H 1.098 1.325 2.584 0.0286
H -0.423 2.238 2.329 0.0287
H 1.195 3.098 2.309 0.0463
H 3.016 1.359 1.335 0.0699
H 2.968 0.935 -0.470 0.0523
H 2.097 -0.102 0.689 0.0666
H 1.566 4.536 -0.702 0.0427
H 1.792 3.459 -2.022 0.0228
H 3.017 3.526 -0.770 0.0228
H 0.812 -0.151 -1.224 0.0068
H -0.349 1.125 -1.839 -0.0074
Cl -1.723 -1.045 1.529 0.7344
C -0.931 -2.436 0.778 -0.5588
C -0.182 -3.288 1.539 -0.1114
C 0.268 -4.467 0.942 -0.0899
C -0.068 -4.745 -0.364 -0.0989
C -0.632 -3.801 -1.215 -0.0341
C -1.161 -2.636 -0.616 -0.3214
C -1.931 -1.604 -1.378 -0.3151
H 0.009 -2.918 2.580 0.1242
H 0.718 -5.246 1.576 0.1145
H 0.189 -5.697 -0.860 0.1144
H -0.965 -4.006 -2.250 0.1273
H -2.942 -2.048 -1.456 0.0897
H -1.543 -1.595 -2.409 0.0713

---

(5)
32
Properties=species:S:1:pos:R:3:lowdin_charge:R:1 method="wB97M-V/def2-TZVPD" lumo_energy_ha=-0.1007 de_lowest_kj_mol=206.70 total_charge=+1 orbital_gap_ev=10.016
C -0.381 1.021 0.188 -0.0834
C -0.755 1.951 2.841 -0.8319
C -1.068 2.267 -0.260 -0.1594
C -1.375 2.397 -1.713 -0.1689
C -0.292 1.746 -2.641 -0.1309
C 0.455 -3.103 1.201 -0.1450
C 1.867 -2.486 1.215 -0.1782
C -0.157 0.236 -2.193 -0.1351
C -0.381 -1.910 0.668 -0.1189
C 1.820 -1.132 0.591 -0.1117
C -0.040 0.101 -0.776 -0.1565
N 0.584 -1.179 -0.263 -0.0347
O -0.257 0.947 1.710 -0.1789
O -1.010 3.062 2.578 0.1425
Cl -0.721 0.983 4.161 0.9155
H -1.990 2.302 0.277 0.1148
H -0.492 3.239 0.104 0.1757
H -2.278 1.880 -2.038 0.1245
H -1.201 3.473 -2.033 0.1430
H -0.548 1.821 -3.615 0.0690
H 0.807 2.106 -2.519 0.1568
H 0.394 -3.924 0.503 0.1100
H 0.046 -3.177 2.287 0.1517
H 2.183 -2.590 2.331 0.1588
H 2.464 -3.187 0.603 0.1201
H -1.172 -0.154 -2.334 0.1422
H 0.587 -0.160 -2.743 0.0900
H -1.270 -2.182 0.074 0.1386
H -0.858 -1.358 1.557 0.1504
H 1.520 -0.268 1.262 0.1368
H 2.799 -0.851 0.063 0.1666
H 0.719 -1.871 -1.085 0.2265

---

(6)
39
Properties=species:S:1:pos:R:3:lowdin_charge:R:1 method="wB97M-V/def2-TZVPD" lumo_energy_ha=-0.1966 total_charge=+1 orbital_gap_ev=7.996
C -5.375 -1.230 -0.815 -0.0807
C -4.952 0.025 -0.056 -0.1809
C -3.692 -0.116 0.770 -0.2831
F -3.963 -0.975 1.844 0.0001
C -2.489 -0.763 0.102 -0.1655
C -1.127 -0.718 0.819 -0.0804
C -0.321 -1.470 -0.238 -0.1213
N -0.797 -0.739 -1.449 -0.3642
S 0.136 -0.482 -2.867 0.9415
C -2.024 -0.318 -1.258 -0.3760
O -2.669 0.385 -2.121 -0.0062
N -3.075 -0.381 -3.579 0.2061
O -2.762 0.229 -4.429 0.2609
H -5.696 -2.013 -0.129 0.0870
H -6.221 -0.999 -1.463 0.0818
H -4.589 -1.635 -1.459 0.0562
H -4.876 0.889 -0.717 0.1133
H -5.738 0.260 0.667 0.1265
H -3.407 0.841 1.216 0.1621
H -2.746 -1.822 -0.071 0.1696
H -0.804 0.325 0.762 0.1296
H -1.078 -1.080 1.841 0.1442
H 0.756 -1.412 -0.129 0.0986
H -0.682 -2.500 -0.307 0.1446
H 1.246 -0.944 -2.292 -0.0976
C 6.212 2.721 1.111 -0.0541
C 6.180 1.245 0.797 -0.1727
O 5.033 0.598 1.418 0.0486
C 3.885 0.716 0.800 -0.4198
O 3.633 1.275 -0.227 0.1630
C 2.794 -0.058 1.579 -0.5333
F 2.827 0.167 2.882 0.1973
F 2.928 -1.377 1.366 0.1625
F 1.581 0.296 1.120 0.1314
H 6.201 2.882 2.189 0.0875
H 7.121 3.160 0.701 0.0886
H 5.355 3.236 0.678 0.0798
H 7.038 0.729 1.217 0.1286
H 6.155 1.054 -0.275 0.1265